Entry 1:
Computed, not measured: C21H25N5O2 in the gas phase at a distorted geometry, with ωB97M-V/def2-TZVPD.

```
! wB97M-V def2-TZVPD RIJCOSX def2/J DEFGRID3
* xyz 0 1
C 4.6531 3.9708 -0.2988
N 4.6025 2.8010 0.5481
C 5.8129 2.6165 1.3103
C 3.8896 1.6821 0.1319
C 4.3746 0.3813 0.2902
C 3.6230 -0.7214 -0.0669
C 2.3518 -0.5623 -0.6040
N 1.5318 -1.6310 -0.9903
C 1.7624 -2.9630 -0.8758
O 2.7819 -3.4550 -0.4348
C 0.6002 -3.8227 -1.3625
C -0.7138 -3.5038 -0.6473
C -0.5998 -3.6556 0.8743
C -1.5625 -2.7262 1.6152
C -1.0729 -1.2647 1.6150
N -2.0945 -0.3426 1.1561
N -2.9688 0.0333 2.0876
N -3.9131 0.7997 1.8452
C -4.1002 1.3099 0.5843
C -5.1742 2.1739 0.3409
C -5.3543 2.6895 -0.9213
C -4.4793 2.3619 -1.9595
C -3.4193 1.5127 -1.7374
C -3.2210 0.9784 -0.4634
C -2.1200 0.0706 -0.1705
O -1.2851 -0.3122 -0.9724
C 1.8523 0.7297 -0.7602
C 2.6002 1.8264 -0.3947
H 5.5665 3.9791 -0.9096
H 4.6466 4.8716 0.3198
H 3.7997 4.0016 -0.9685
H 5.6390 1.8989 2.1099
H 6.6609 2.2771 0.6986
H 6.0803 3.5732 1.7610
H 5.3631 0.2119 0.6852
H 4.0257 -1.7118 0.0619
H 0.6350 -1.3382 -1.3592
H 0.8794 -4.8637 -1.1924
H 0.4803 -3.6707 -2.4380
H -1.0191 -2.4866 -0.8918
H -1.4944 -4.1683 -1.0247
H -0.8094 -4.6889 1.1552
H 0.4204 -3.4356 1.1939
H -2.5461 -2.7808 1.1426
H -1.6808 -3.0630 2.6450
H -0.7965 -0.9546 2.6231
H -0.2116 -1.1466 0.9555
H -5.8364 2.4142 1.1569
H -6.1807 3.3567 -1.1160
H -4.6386 2.7790 -2.9424
H -2.7309 1.2440 -2.5242
H 0.8585 0.8681 -1.1623
H 2.1668 2.8094 -0.5024
*
```

Computed properties:
HOMO level (eV): -7.2
Gap between HOMO and LUMO (eV): 6.981
Relative energy (zero: lowest compared OMol25 entry of this formula, charge and spin) (kJ/mol): 221.6
E (eV): -33728.202

***

Entry 2:
Computed, not measured: a molecular structure, C36H70Br8F3NiO14S6 at a distorted geometry, with ωB97M-V/def2-TZVPD.

```
! wB97M-V def2-TZVPD RIJCOSX def2/J DEFGRID3
* xyz 2 4
Ni -17.9823 -14.5016 4.3084
C -14.7795 -15.0616 5.3208
O -13.5663 -14.8932 4.5925
O -15.8800 -14.5186 4.6147
C -14.8327 -16.5088 5.7963
F -13.7303 -16.9011 6.3982
F -15.8597 -16.6112 6.6738
F -15.0489 -17.4492 4.8927
C -13.1104 -13.5072 4.3458
C -11.8193 -13.6848 3.4990
H -11.5092 -12.7108 3.1206
H -11.0776 -14.1461 4.1511
H -11.8897 -14.3198 2.6159
H -12.8621 -12.9998 5.2779
H -13.8243 -12.9751 3.7171
H -14.6225 -14.3728 6.1509
C -15.1803 -10.3769 4.9395
C -14.9239 -10.0382 3.4576
C -15.9156 -10.8045 2.6461
S -17.4347 -11.0388 3.6585
O -17.7077 -12.4720 3.7800
O -18.4735 -10.1156 3.2605
C -16.7097 -10.3765 5.2473
H -14.5426 -9.7719 5.5838
H -14.8654 -11.4013 5.1386
H -13.8980 -10.3330 3.2370
H -14.8738 -8.9630 3.2856
H -15.6435 -11.8454 2.4716
H -16.2965 -10.3977 1.7093
H -17.1440 -10.9841 6.0412
H -17.0401 -9.3392 5.3028
C -13.2485 -20.0505 9.8238
C -13.4326 -21.5401 9.7314
C -14.8354 -21.8586 9.2124
S -15.4117 -20.3159 8.3991
O -16.3815 -19.6444 9.2637
O -15.6453 -20.4961 6.9895
C -13.7321 -19.4887 8.5136
H -12.2038 -19.8621 10.0715
H -13.8512 -19.6708 10.6488
H -13.4732 -21.9703 10.7320
H -12.6589 -21.9502 9.0824
H -15.4806 -21.9473 10.0864
H -14.9625 -22.7547 8.6049
H -13.8568 -18.4395 8.2455
H -13.1006 -19.9010 7.7267
C -15.1735 -17.8385 0.8662
C -16.4158 -18.2080 0.0091
C -17.5343 -17.4764 0.6077
S -16.8705 -15.7865 0.9512
O -17.3789 -15.2491 2.2737
O -17.1743 -14.9995 -0.2843
C -15.1024 -16.3449 1.0814
H -14.2324 -18.2119 0.4624
H -15.2533 -18.1420 1.9100
H -16.5981 -19.2356 -0.3055
H -16.2470 -17.8519 -1.0072
H -17.6263 -17.9747 1.5728
H -18.5109 -17.4716 0.1236
H -14.7565 -16.2294 2.1086
H -14.4170 -15.7173 0.5117
C -21.0304 -18.9825 5.3558
C -20.0145 -18.8347 6.5836
C -18.5564 -18.7967 6.1152
S -18.6514 -17.9600 4.4690
O -17.9165 -18.8846 3.5424
O -18.1955 -16.5399 4.5837
C -20.5135 -18.1203 4.1811
H -22.0067 -18.7043 5.7528
H -21.0966 -20.0159 5.0154
H -20.1190 -19.7266 7.2014
H -20.2920 -17.9662 7.1809
H -18.1419 -19.7853 5.9180
H -17.7779 -18.2704 6.6677
H -20.8099 -18.4837 3.1971
H -20.9417 -17.1537 4.4461
C -10.9323 -19.6149 3.8552
C -12.1662 -18.8962 3.3614
C -11.9233 -17.3864 3.4852
S -10.0966 -17.1080 3.0841
O -9.5605 -16.4448 4.2871
O -9.7484 -16.6252 1.7472
C -9.6614 -18.9273 3.2161
H -10.8832 -20.6731 3.5983
H -10.9163 -19.5674 4.9440
H -12.9959 -19.0664 4.0475
H -12.3133 -19.2574 2.3436
H -12.0767 -17.0395 4.5071
H -12.4337 -16.6817 2.8288
H -8.6860 -19.0302 3.6916
H -9.5324 -19.2463 2.1819
C -10.8217 -17.4101 7.9104
C -9.9566 -17.6380 9.1402
C -9.9050 -16.2262 9.8428
S -9.5654 -15.1086 8.4730
O -8.1377 -15.1833 8.3137
O -10.2085 -13.8316 8.7373
C -10.3384 -16.1711 7.1702
H -11.8521 -17.2735 8.2386
H -10.8375 -18.2901 7.2673
H -8.9296 -17.8912 8.8772
H -10.4374 -18.3915 9.7642
H -9.1397 -16.1357 10.6137
H -10.8985 -15.8793 10.1271
H -9.4753 -16.4780 6.5795
H -11.0745 -15.6419 6.5651
Br -11.6119 -10.2669 5.0374
C -10.9085 -11.2610 6.6709
C -12.0284 -11.3692 7.7218
Br -12.5842 -9.5312 8.2796
H -10.1197 -10.6301 7.0807
H -10.3949 -12.1685 6.3535
H -11.7925 -11.9828 8.5912
H -12.9096 -11.7146 7.1812
Br -14.6510 -13.8612 -2.4535
C -13.9510 -12.3296 -1.4022
C -13.4749 -12.6347 -0.0480
Br -12.4687 -11.0008 0.5730
H -14.5496 -11.4195 -1.4412
H -13.1941 -11.9367 -2.0811
H -12.7802 -13.4745 -0.0337
H -14.1324 -12.9061 0.7779
Br -19.5808 -18.3290 9.8280
C -18.2716 -17.0470 9.1024
C -18.0933 -15.7411 9.9608
Br -17.3789 -15.9945 11.7993
H -18.4660 -16.7681 8.0668
H -17.2863 -17.5124 9.0759
H -18.9619 -15.0861 10.0278
H -17.3803 -15.0932 9.4509
Br -6.3936 -14.9075 3.4924
C -7.7566 -13.7303 2.6506
C -7.7677 -12.2767 3.1829
Br -9.0524 -11.1451 2.1760
H -8.7358 -14.1776 2.8213
H -7.7400 -13.9373 1.5806
H -6.7829 -11.8417 3.0130
H -7.9480 -12.3847 4.2525
*
```

Computed properties:
HOMO level (spin up / spin down) (eV): -12.9 / -12.9
Gap between HOMO and LUMO (spin up / spin down) (eV): 5.836 / 2.911
Relative energy (zero: lowest compared OMol25 entry of this formula, charge and spin) (kJ/mol): 0.0
E (eV): -741656.662

***

Q: Which formula does entry 1 have?
A: C21H25N5O2